{
  "formula": "C75H163N9O11",
  "method": "ωB97M-V/def2-TZVPD",
  "elements": ["C", "H", "H", "C", "H", "H", "H", "H", "H", "H", "C", "C", "H", "N", "C", "H", "C", "H", "C", "N", "H", "O", "O", "H", "C", "C", "H", "O", "H", "C", "H", "H", "H", "H", "H", "H", "H", "H", "H", "H", "H", "C", "H", "C", "C", "H", "H", "H", "H", "H", "H", "C", "N", "H", "H", "H", "C", "H", "H", "H", "H", "O", "H", "H", "H", "C", "H", "C", "H", "O", "H", "H", "H", "C", "H", "C", "H", "C", "H", "C", "H", "H", "H", "C", "C", "H", "C", "C", "H", "C", "C", "H", "H", "H", "H", "N", "C", "H", "H", "C", "H", "H", "H", "H", "C", "C", "H", "H", "H", "H", "N", "H", "H", "H", "H", "N", "C", "H", "O", "H", "H", "C", "C", "H", "H", "H", "H", "C", "H", "H", "C", "H", "H", "C", "H", "C", "C", "H", "O", "N", "H", "C", "C", "C", "O", "C", "H", "O", "C", "H", "H", "H", "H", "H", "C", "C", "C", "C", "H", "H", "H", "H", "H", "C", "C", "C", "H", "H", "H", "O", "C", "H", "H", "H", "C", "C", "H", "H", "H", "C", "H", "H", "C", "C", "C", "H", "C", "H", "H", "C", "H", "H", "H", "H", "C", "C", "H", "H", "C", "H", "H", "C", "H", "H", "C", "H", "H", "H", "H", "H", "H", "H", "H", "C", "H", "H", "C", "H", "H", "H", "H", "H", "C", "H", "H", "C", "H", "C", "C", "H", "N", "H", "H", "H", "H", "H", "H", "H", "H", "H", "H", "H", "O", "H", "C", "C", "H", "H", "C", "C", "H", "H", "H", "H", "H", "N", "H", "H"],
  "positions_angstrom": [[-8.592, -3.481, -9.547], [-3.894, -4.973, -9.257], [8.473, 3.390, 0.995], [1.286, 5.048, 5.473], [0.469, 7.688, 7.697], [-5.357, 13.534, -0.524], [4.166, 4.115, 9.580], [-1.827, 11.138, -0.760], [1.439, 0.847, -2.778], [8.717, 8.726, -2.862], [3.031, 6.572, -1.785], [-4.798, 13.454, -2.597], [-4.818, -2.945, -6.106], [4.514, -6.754, -4.660], [5.372, -4.484, -4.707], [-0.993, 14.363, -3.759], [-8.787, 3.353, -0.353], [-7.375, -7.345, -7.567], [0.685, 1.425, -2.244], [4.221, -6.443, 9.407], [-8.436, -2.352, -6.951], [2.823, 5.223, -2.175], [8.454, 6.740, -3.542], [-2.856, -8.596, 2.100], [-3.411, 12.625, -0.561], [4.108, -8.006, -3.928], [4.823, -9.117, 9.509], [-1.359, 13.829, -0.070], [0.322, 3.585, -3.871], [-6.913, 3.729, -2.013], [-4.116, -12.779, -0.927], [-7.878, 5.158, -3.333], [4.231, 2.819, 8.539], [-9.778, 2.907, -0.264], [6.870, -6.400, -5.925], [8.039, 4.445, -2.171], [-0.190, 1.382, -0.335], [-1.954, 12.973, -3.690], [2.185, 7.052, -1.293], [2.193, 3.248, 4.467], [6.706, -5.396, -2.398], [-5.696, -5.935, -7.753], [9.571, 8.379, -4.346], [5.743, -5.826, -2.671], [3.776, -7.920, 7.267], [-5.718, 2.995, 2.417], [-2.478, 16.500, -1.011], [4.919, -9.289, -5.619], [2.142, 5.339, -4.050], [-2.588, 12.007, 1.348], [3.265, 4.625, 4.516], [-3.770, -9.185, 2.024], [-6.343, -3.681, -8.342], [-4.310, 11.684, 1.037], [-0.216, 7.209, 6.205], [-8.175, -5.965, -9.298], [-7.748, 2.970, 0.678], [-6.921, 5.220, 1.958], [3.044, 6.872, 4.600], [1.413, -1.628, 0.651], [0.521, 4.385, 5.875], [3.000, 6.596, 8.446], [0.722, -0.281, 1.475], [5.415, 5.728, 7.838], [3.620, -7.566, -1.796], [-5.508, -9.887, 0.275], [1.742, -5.130, 9.507], [1.580, -0.573, 0.869], [-8.354, 1.958, -2.000], [4.296, -6.797, -6.058], [9.443, 2.798, 2.347], [-9.639, -3.758, -9.668], [2.187, -3.825, 8.427], [3.670, 3.742, 8.684], [-0.746, 13.278, -2.523], [1.294, 3.527, -3.380], [-9.082, -5.763, -7.812], [-1.962, 15.992, -1.825], [-3.849, 13.343, 1.461], [3.819, -5.039, 9.164], [-5.804, 13.594, -2.992], [3.253, -4.747, 11.197], [-9.628, -3.589, -7.096], [-6.336, 2.788, -3.112], [10.195, 1.977, -0.183], [-1.244, -11.520, 2.248], [-7.834, -3.973, -8.272], [5.910, -6.562, 7.564], [-1.789, -11.186, 0.618], [9.195, 6.158, -2.537], [3.852, -4.229, 10.448], [9.537, 4.442, 1.743], [-5.393, 3.173, -3.500], [2.439, 2.877, 6.675], [2.311, -8.055, -5.105], [-2.635, 13.903, -0.717], [-3.334, -10.676, 2.204], [-0.892, 15.925, -1.632], [4.604, -10.214, -4.058], [4.745, -7.328, 8.302], [-6.388, -9.761, 0.906], [-6.196, 5.680, -2.699], [5.692, 4.544, 6.646], [-2.633, -10.340, 4.285], [4.821, -9.258, -4.534], [0.414, 0.693, -0.926], [4.777, -5.275, 6.210], [-4.107, 3.555, -1.125], [-6.156, -13.351, 0.520], [4.801, 5.889, 6.132], [-4.323, -11.659, 1.610], [3.333, 7.229, -2.601], [-3.867, 15.223, -3.563], [5.886, -7.132, -1.039], [10.137, 4.264, -0.874], [2.473, 5.609, 7.598], [-3.923, 14.672, -2.624], [-6.971, -12.166, 1.347], [10.580, 2.962, 0.693], [6.369, -7.133, 6.757], [-3.322, -11.973, 3.989], [-6.396, -12.292, 0.429], [-8.141, -5.516, -8.305], [-4.875, -11.347, -1.829], [3.803, 6.451, -1.026], [-7.622, 5.936, -1.803], [-4.374, -10.645, 4.011], [-2.466, 14.578, -2.060], [4.031, -7.165, 11.002], [1.971, -5.566, 7.967], [9.470, 3.398, 1.438], [-6.327, 1.729, -2.856], [4.080, 3.070, 5.860], [-5.318, -4.398, -7.604], [0.921, 5.613, -2.900], [9.032, 4.608, -2.591], [6.922, -6.487, -4.839], [1.932, 2.884, -1.609], [-4.780, 4.239, -1.169], [1.063, 2.798, -2.118], [-4.433, 3.332, 1.336], [3.558, 4.611, 7.340], [5.701, -7.220, -2.110], [-6.387, 3.682, 0.452], [3.406, -7.111, 10.276], [5.534, -8.509, 8.951], [-7.255, 5.657, 0.330], [-3.771, -12.955, 1.594], [2.401, -4.863, 8.681], [-3.066, -4.475, -7.691], [1.923, 3.042, -4.127], [-5.365, 11.867, -1.027], [4.500, -8.932, -1.975], [7.802, -5.927, -4.524], [3.204, 3.553, 6.293], [-3.903, -4.332, -8.375], [9.350, 2.437, -1.367], [4.927, 5.237, 6.996], [-5.467, -6.447, -8.688], [-4.451, -13.547, 1.923], [-2.627, 11.324, -2.267], [-1.232, -9.962, 1.682], [6.178, -8.212, 9.779], [-1.566, 13.765, -3.050], [5.428, -5.172, 7.079], [-4.368, -11.719, -0.938], [11.031, 1.526, -0.717], [6.566, -7.839, -2.349], [10.245, 6.307, -2.789], [-6.138, -2.295, -8.522], [-4.825, 12.807, -1.138], [7.785, 8.401, -4.325], [2.521, -0.482, 1.410], [-5.509, 5.539, 0.918], [-7.172, 5.235, -2.506], [1.757, 6.211, 6.463], [-0.151, -0.239, -0.950], [9.021, 6.478, -1.510], [-6.945, 2.790, -4.017], [2.597, -8.037, -4.054], [-8.031, -3.610, -10.472], [-4.266, -4.523, -5.765], [4.843, -4.316, 8.230], [-3.518, 12.430, 0.967], [-8.551, -3.431, -7.046], [-0.160, 1.332, -2.926], [1.786, 4.975, -3.086], [2.058, 8.026, 5.357], [7.227, -7.513, -4.629], [-5.135, -3.987, -6.148], [4.799, -4.135, 10.978], [9.802, 1.148, 0.405], [-7.602, -6.060, -6.457], [5.661, -3.901, 8.818], [-3.361, -10.919, 3.716], [-6.522, 5.138, 0.948], [2.912, -8.340, 7.782], [5.895, -9.238, -4.346], [-4.366, -8.946, 0.612], [6.275, -4.568, 6.756], [-3.424, -11.183, -1.030], [-5.426, 2.886, 1.372], [-1.466, 14.321, 0.747], [6.687, -6.437, 8.318], [5.640, -5.923, -4.243], [-3.484, 10.605, -1.036], [5.578, -4.418, -5.775], [4.281, -3.511, 7.755], [-1.954, 16.645, -2.698], [-4.964, -6.430, -7.115], [-3.813, -3.309, -8.741], [8.308, 2.444, -1.047], [2.269, -7.080, -3.648], [2.485, 4.106, 5.073], [2.164, -8.873, -3.505], [-4.520, -8.840, 2.736], [2.698, 7.176, 5.588], [6.090, -3.783, -4.280], [0.896, 5.479, 4.551], [-9.094, 3.483, -2.449], [3.383, -7.071, 6.706], [-5.600, -2.306, -9.317], [8.681, 8.124, -3.770], [9.349, 1.809, -2.257], [-5.994, -4.136, -5.494], [-8.369, 3.025, -1.777], [2.601, 6.303, 9.269], [-7.202, -6.276, -7.447], [-1.863, -10.850, 1.652], [2.682, 3.399, 8.991], [-5.929, 3.586, -0.926], [4.270, -8.650, 6.626], [-4.316, 12.736, -3.261], [6.010, -9.193, 8.249], [-0.347, 6.142, 7.493], [4.923, -7.425, -6.425], [4.812, -5.418, -2.277], [4.374, -4.071, -4.559], [-4.450, 15.365, -1.969], [8.946, 4.255, -3.618], [-7.131, -12.120, -0.358], [-7.529, 1.902, 0.702], [1.634, 0.394, -0.176], [-8.668, -2.394, -9.514], [0.371, 6.824, 7.039], [-2.785, 11.426, -1.193], [-8.101, -3.826, -6.135], [-4.598, -7.889, 0.485], [-5.119, -11.361, 0.385], [4.401, -7.955, -2.450], [-5.336, 1.832, 1.106], [3.485, 7.607, 6.207], [-5.948, -9.760, -0.714], [-3.624, -8.998, -0.185], [-8.141, 3.274, 1.648], [9.894, 3.774, -1.723], [3.382, -3.258, 10.288], [-8.994, 4.422, -0.290]],
  "forces_ev_per_angstrom": [[0.9767, 2.0302, 0.1190], [0.0829, -0.1631, 0.3061], [0.1587, -0.6171, -0.7137], [1.8322, -0.5975, 0.0017], [0.4710, -0.1271, 0.1551], [-0.0358, 0.0795, 0.2685], [-0.0644, 0.9705, -0.1977], [-0.0075, 0.1495, 0.2760], [0.5080, -0.2707, -0.1085], [-0.0799, -0.1807, 0.3301], [0.1391, -0.6924, 0.3794], [0.9294, -2.3038, 0.4759], [-0.3171, 0.2196, -0.0394], [-1.0220, -0.0388, 1.6014], [0.9298, 0.2370, -1.1714], [-0.3351, 0.7139, -0.0172], [-0.7524, -0.3607, -0.8150], [0.1548, -0.1436, -0.0947], [0.5450, -1.6219, -0.5276], [2.2712, 0.9756, -2.7000], [0.1824, 0.1808, -0.2102], [-0.2844, -0.9279, 0.5196], [-0.7426, 0.4664, -0.1307], [-0.2030, 0.1267, 0.3341], [0.6759, 1.7399, -0.1168], [0.1734, -0.4555, -1.4171], [-0.3528, -0.3576, -0.2037], [-0.1114, -0.6539, -0.5561], [-0.0989, 0.4475, -0.1089], [-1.2266, -1.0053, -1.3952], [-0.2295, 0.0318, -0.4632], [0.5314, 0.2818, -0.4005], [0.1148, -0.0788, -0.6327], [-0.0116, -0.3082, 0.8278], [0.0745, 0.0462, -0.1139], [-0.7470, 0.0358, -0.2916], [-0.1023, 0.1306, 0.3814], [-0.8956, 0.1188, 0.3675], [-0.4720, -0.2825, -0.0440], [-0.3644, 0.1891, -0.1493], [-0.4514, 0.7065, -0.0122], [-0.8920, 0.1744, 1.4632], [0.2176, -0.4694, -0.1448], [-0.5406, -2.1340, -1.5891], [-0.5891, 1.2154, 0.9140], [-0.2692, -0.1815, -0.0013], [0.0105, -0.2005, 0.0067], [-1.1513, -0.3170, -0.1572], [0.0322, 0.0934, -0.4882], [-0.1334, 0.2481, 0.2598], [-0.3295, 0.4149, -0.4475], [-0.3132, -0.7679, -1.9934], [-1.9119, -0.9367, -1.2129], [0.0075, -0.1684, 0.6419], [0.2229, 0.1268, -0.4178], [0.1210, 0.4999, -0.3264], [-0.0606, 0.1804, -0.7058], [0.2426, -0.3063, 0.1725], [0.1224, -0.7297, 0.4048], [0.1190, -0.0678, -0.9420], [-0.1615, 0.2967, 0.4176], [-0.1542, 0.2591, 0.2126], [0.1091, -0.0928, 0.7136], [-0.4356, 0.4280, -0.0956], [-0.4534, 0.6977, -0.6244], [-0.8057, -0.4013, 0.8814], [-0.0473, 0.3464, 0.4470], [-0.8673, 1.2165, 0.0911], [0.2399, -0.0148, 0.2863], [-0.0365, 0.1537, 0.9094], [-0.2998, -0.0356, 0.1961], [0.2286, -0.7902, 0.3345], [-0.0144, -0.1321, -0.2220], [0.1132, -0.1352, -0.3343], [-0.0914, -0.0569, 0.5002], [-0.2176, 0.2297, 1.4053], [-0.5705, 0.7185, -0.5482], [1.1827, -0.0979, -0.1590], [0.2292, -0.0464, -0.0043], [0.9901, 0.3003, -0.5249], [0.0393, 0.3197, 0.1716], [-0.4566, 0.0515, -0.0097], [0.0912, -0.3790, 0.0725], [-0.2051, 1.3993, -1.3774], [0.6849, -2.3619, -1.7034], [-0.4789, -0.5309, 0.0725], [-0.9272, -1.3811, -1.1101], [-1.2092, 1.2929, 0.6743], [-0.3655, -0.1527, 0.0215], [2.4063, -2.1489, -0.2474], [-0.3682, -0.6294, 1.4119], [0.7436, 0.0669, -0.0204], [0.4266, -0.3629, 0.3501], [0.5771, -0.5411, 0.5983], [-0.1551, -0.2104, 0.0533], [-0.3198, 1.1490, -0.5268], [0.6957, -0.1995, -0.1059], [0.0568, 0.0470, 0.6035], [-0.8959, 0.0064, -0.4189], [2.3293, -0.4721, -0.1485], [0.1155, 0.4223, 0.5877], [-0.1300, -0.0174, -0.7278], [-0.3436, -0.6940, 0.1324], [0.0608, 0.0059, -0.1562], [1.3169, 0.4233, 0.3075], [0.3567, 0.1401, 1.4312], [-0.2990, 0.0508, 0.1615], [0.2700, -0.0073, -0.1694], [0.3399, -0.0495, -0.7273], [0.1153, 0.3975, 0.3059], [-0.7289, 1.7628, 0.4859], [0.2526, -0.1463, -0.2127], [-0.0885, -0.4775, -0.3858], [-0.6716, -0.0943, 0.4030], [0.0165, 0.0498, -0.0365], [-0.1113, -1.6776, -1.2574], [-0.0587, 1.5136, 1.1535], [0.1016, 0.6459, 0.2960], [-0.0778, 1.3642, -0.1104], [-0.3864, -0.2366, -0.0498], [0.5798, -0.0728, -0.2106], [0.2027, 0.5225, 0.9975], [0.5952, 0.0830, -0.1242], [-0.5894, -0.6519, 0.0550], [0.2000, 0.5327, -0.2005], [-0.1995, -0.5281, 0.4937], [0.0437, 0.2870, 0.3386], [-1.6141, -1.8707, -0.3674], [-0.5639, -0.4868, 0.6436], [0.7529, 0.1665, -0.8135], [-0.3201, 0.4407, 1.4680], [0.4368, 0.2761, 0.6145], [0.0818, -0.3899, 0.8505], [0.3244, -1.9934, -1.4463], [-0.2321, -0.0564, 0.6188], [-1.7069, -0.1602, 1.2017], [1.0785, 0.5796, -0.3549], [0.0387, -0.1841, 0.4223], [1.7650, 1.4284, -0.2989], [0.5312, 1.0520, -0.0419], [0.2276, -0.0265, -0.1186], [1.0197, -1.1844, 1.8269], [0.6335, -0.7380, 0.8527], [-0.6243, -0.2532, 1.6314], [-0.6874, -0.5188, 0.9194], [-1.6660, -0.2309, 1.2132], [0.4628, 0.2927, -0.1957], [0.6359, 0.0897, -0.5279], [-1.5506, -0.7613, 0.2845], [-0.0881, -0.3820, -0.1368], [0.5811, -0.3608, 0.2539], [0.0148, -0.0343, -0.4714], [0.0174, -0.5557, -0.6998], [0.0163, 0.4100, -0.0709], [-1.7034, 0.7131, -0.7809], [-1.6132, 1.3431, 0.5219], [-0.5050, 1.8310, 0.3496], [0.0825, 0.1063, -0.3424], [-0.0952, 0.9200, -0.6436], [-0.1990, 0.1588, 0.2772], [-0.1673, 1.0027, -0.1425], [-0.5336, 0.5901, 0.0957], [0.5671, 0.4434, -0.4870], [1.2435, 0.1458, 0.1477], [0.7192, -0.0572, 0.6678], [0.7205, 0.2747, 0.6745], [0.8862, 0.3682, 0.7008], [0.1485, 0.0336, -0.7826], [0.5166, 0.4106, 0.3891], [0.2872, -0.1057, 0.5415], [0.2558, 1.8384, -0.9193], [0.2406, 0.4184, -0.1211], [-0.1885, 0.0558, 0.0680], [-0.2839, 0.6599, -0.1245], [0.5862, -1.4798, 0.5526], [-0.7641, -1.0083, -0.9264], [-0.0926, -0.0431, -0.8667], [-0.3756, 0.4940, 0.0169], [-0.4889, 0.2978, -0.0761], [-0.0705, 0.0377, -0.5463], [0.0029, -0.7094, 0.0529], [-0.1747, -0.2769, 0.2866], [-0.7137, -1.3636, -0.7754], [-0.4349, -0.8173, -1.1480], [0.5814, 1.0187, 0.4104], [-0.5251, 0.1745, 0.3439], [-0.5912, 0.6888, -1.7154], [-0.0662, 0.2880, -0.0948], [-0.7168, -0.1491, 0.3229], [0.7399, 0.1635, -0.1318], [0.4253, 0.1737, -0.6403], [-0.7303, -0.1911, -0.2210], [1.0332, 0.0203, 0.6441], [-0.0271, -0.0972, 0.0123], [-0.8853, -0.4429, 0.0165], [0.2520, -0.4865, -0.1654], [0.0568, -0.3757, -0.0460], [0.3003, 0.5810, 0.6630], [0.4368, 0.4867, -0.3186], [0.2122, -0.2394, -0.4216], [0.2576, 0.0359, 0.4475], [0.5458, 1.0460, -0.1574], [-0.1711, 0.1374, 0.0175], [0.1061, 0.2194, 0.0319], [-0.1162, 0.3474, 0.7823], [0.0807, -0.3526, 0.4235], [-0.2304, -0.0037, -0.2283], [0.1972, 0.3213, 0.2223], [-0.6364, -0.2522, -0.3301], [-0.3481, -0.2327, 0.6416], [0.2776, 0.1334, -0.0211], [-0.5508, 0.5133, -0.0984], [-0.3089, -0.1745, 0.0928], [0.0966, 1.1981, 0.2507], [-0.0822, -0.0182, -0.0657], [0.1428, -0.2913, 0.2673], [-1.9499, 1.0595, 1.1907], [0.0782, -0.0873, 0.3529], [-0.1403, 0.2950, 0.1611], [0.2491, 0.0362, -0.2609], [-0.0209, -0.2086, -0.5048], [-0.0525, 0.4243, -0.2156], [-0.9103, -0.1555, -0.0239], [0.5040, -0.3383, 0.2485], [-0.0066, -0.0858, -0.1857], [1.8849, 1.7363, 1.1243], [0.1189, 0.4268, 0.3925], [1.5933, -0.4028, 0.7369], [0.1170, -0.1620, -0.0142], [-0.1999, 0.2240, -0.1320], [-3.7256, -2.2125, 0.9485], [-0.1029, 0.1097, 0.0495], [-0.1965, -0.4349, -0.1786], [0.1751, 0.4344, -0.1320], [0.7494, -0.6190, 0.2227], [0.3816, -0.2728, -0.1854], [0.3843, 1.0660, -0.0360], [-0.0641, -0.5413, 0.3320], [0.1524, 0.4792, 0.2665], [0.6133, 0.0283, -0.0659], [0.4263, -0.0438, -0.3924], [-0.4094, -0.1733, -0.1390], [0.2556, -0.0164, -1.3621], [0.0865, 0.3408, 0.2302], [0.9611, 0.6658, -1.1894], [0.4194, -1.9202, -0.2572], [-0.3609, -0.2875, 0.0885], [-0.7286, 0.0906, 0.3916], [0.2589, -1.3208, -1.2319], [1.4302, 0.4660, 1.8027], [-0.2075, 0.0512, -0.0906], [0.1086, -0.2808, -0.1338], [0.4262, 0.2269, -0.2236], [0.5005, -0.6696, 0.1232], [0.3266, -0.1593, 0.2091], [0.0466, 0.1742, -0.9724], [0.2526, 0.0676, 0.0251], [0.1637, 0.2003, 0.0061]],
  "lowdin_charge": [-0.05, 0.08, 0.09, -0.11, 0.07, 0.11, 0.07, 0.09, 0.11, 0.08, -0.10, -0.16, 0.08, -0.11, -0.04, 0.07, -0.20, 0.11, -0.24, -0.12, 0.08, -0.19, -0.18, 0.11, -0.53, -0.49, 0.07, -0.03, 0.11, -0.41, 0.08, 0.07, 0.07, 0.11, 0.08, 0.10, 0.11, 0.07, 0.08, 0.11, 0.12, -0.10, 0.08, -0.12, -0.03, 0.08, 0.09, 0.07, 0.11, 0.08, 0.09, -0.12, -0.11, 0.08, 0.07, 0.12, -0.14, 0.08, 0.07, 0.08, 0.11, -0.02, 0.08, 0.08, 0.12, -0.15, 0.08, -0.12, 0.11, 0.00, 0.09, 0.08, 0.09, -0.04, 0.08, -0.18, 0.12, -0.05, 0.09, -0.51, 0.11, 0.08, 0.09, -0.06, -0.27, 0.07, -0.45, -0.14, 0.07, -0.25, -0.06, 0.09, 0.07, 0.12, 0.08, -0.09, -0.45, 0.08, 0.09, -0.47, 0.11, 0.07, 0.08, 0.09, -0.02, -0.18, 0.10, 0.12, 0.07, 0.06, -0.10, 0.08, 0.12, 0.11, 0.09, -0.13, -0.16, 0.07, -0.17, 0.12, 0.08, -0.04, -0.18, 0.08, 0.09, 0.06, 0.08, -0.47, 0.11, 0.08, -0.11, 0.08, 0.12, -0.48, 0.11, -0.18, -0.04, 0.11, 0.01, -0.06, 0.07, -0.46, -0.21, -0.51, 0.00, -0.06, 0.06, -0.02, -0.05, 0.08, 0.11, 0.11, 0.12, 0.09, -0.17, -0.01, -0.20, -0.03, 0.11, 0.10, 0.07, 0.07, 0.08, -0.03, -0.17, -0.04, 0.12, 0.11, 0.12, -0.01, -0.11, 0.09, 0.09, 0.08, -0.01, -0.41, 0.11, 0.12, 0.07, -0.04, 0.08, 0.08, -0.12, -0.03, -0.04, 0.12, -0.23, 0.07, 0.07, -0.03, 0.09, 0.12, 0.10, 0.11, -0.05, -0.02, 0.08, 0.06, -0.18, 0.10, 0.06, -0.04, 0.10, 0.11, -0.51, 0.09, 0.07, 0.11, 0.08, 0.11, 0.06, 0.09, 0.09, -0.19, 0.09, 0.11, -0.02, 0.08, 0.11, 0.11, 0.06, 0.09, -0.10, 0.12, 0.07, -0.12, 0.11, -0.20, -0.03, 0.07, -0.17, 0.09, 0.09, 0.08, 0.07, 0.07, 0.13, 0.09, 0.11, 0.12, 0.08, 0.11, -0.21, 0.07, -0.03, -0.05, 0.07, 0.11, -0.48, -0.15, 0.08, 0.07, 0.12, 0.10, 0.12, -0.05, 0.09, 0.10],
  "lumo_energy_ev": 0.284,
  "spin_multiplicity": 1,
  "charge": 0,
  "smiles": "CC1(C)CCCC(C)(C)N1O.CC1(C)CCCC(C)(C)N1O.CC1(C)CCCC(C)(C)N1O.CC1(C)CCCC(C)(C)N1O.CC1(C)CCCC(C)(C)N1O.CC1(C)CCCC(C)(C)N1O.CC1(C)CCCC(C)(C)N1O.COCCNCCOC.COCCNCCOC",
  "molar_mass_g_mol": 1367.2,
  "relative_energy_kcal_mol": 178.09
}